No. 1
{"formula": "C6H9NO", "method": "ωB97M-V with the def2-TZVPD basis set", "total_energy_ha": -363.97637, "elements": ["C", "C", "C", "C", "C", "C", "O", "N", "H", "H", "H", "H", "H", "H", "H", "H", "H"], "coordinates": [[-1.39, 1.52, -0.02], [-1.79, 0.04, -0.07], [-1.04, -1.05, -0.15], [0.41, -1.10, -0.05], [1.28, -0.46, 1.06], [2.05, 0.18, -0.14], [3.02, 0.90, -0.17], [1.21, -0.39, -1.04], [-1.30, 2.00, -0.99], [-0.40, 1.70, 0.42], [-2.16, 2.05, 0.55], [-2.87, -0.09, -0.17], [-1.60, -1.95, -0.39], [0.61, -2.17, -0.14], [0.87, 0.35, 1.71], [1.84, -1.17, 1.63], [1.27, -0.36, -2.06]]}

No. 2
{"formula": "C6H9NO", "method": "ωB97M-V with the def2-TZVPD basis set", "total_energy_ha": -363.72398, "elements": ["C", "N", "C", "C", "C", "C", "O", "C", "H", "H", "H", "H", "H", "H", "H", "H", "H"], "coordinates": [[-1.18, -0.45, 1.23], [-0.56, -1.48, 0.10], [-0.14, -0.50, -0.98], [1.06, -0.31, -1.83], [1.02, 0.52, -0.47], [-0.03, 1.32, 0.12], [0.08, 2.18, 1.16], [-0.15, 0.68, 1.40], [-1.36, -0.79, 2.19], [-2.06, 0.11, 0.80], [0.30, -1.87, 0.40], [-0.96, 0.10, -1.20], [0.66, 0.07, -2.75], [1.93, -0.97, -1.79], [1.65, -0.17, 0.27], [-0.97, 1.42, -0.48], [0.71, 0.15, 1.83]]}

No. 3
{"formula": "C6H9NO", "method": "ωB97M-V with the def2-TZVPD basis set", "total_energy_ha": -363.89363, "elements": ["C", "C", "C", "C", "C", "C", "N", "O", "H", "H", "H", "H", "H", "H", "H", "H", "H"], "coordinates": [[-0.86, -1.91, 0.70], [-0.84, -0.50, 1.32], [0.42, 0.25, 0.85], [0.54, 1.75, 1.10], [0.47, 1.34, -0.13], [0.50, 1.56, -1.91], [0.74, 0.31, -2.32], [0.28, 2.59, -2.45], [-1.08, -2.77, 1.33], [0.14, -2.03, 0.34], [-1.63, -1.97, -0.14], [-0.80, -0.48, 2.46], [-1.71, 0.20, 1.01], [1.37, -0.38, 0.86], [0.42, 2.39, 1.94], [1.11, -0.39, -1.68], [0.94, 0.03, -3.27]]}

No. 4
{"formula": "C6H9NO", "method": "ωB97M-V with the def2-TZVPD basis set", "total_energy_ha": -363.69091, "elements": ["O", "C", "C", "C", "C", "N", "C", "C", "H", "H", "H", "H", "H", "H", "H", "H", "H"], "coordinates": [[-0.82, 1.45, -0.71], [-0.72, 0.29, 0.25], [0.42, 0.69, 1.15], [1.68, 0.07, 0.30], [1.39, 0.16, -1.05], [1.09, -1.24, -0.47], [-0.32, -1.08, -0.08], [-1.83, -0.93, -0.14], [-1.69, 1.93, -0.20], [0.61, 0.21, 2.02], [0.30, 1.79, 1.02], [2.65, -0.27, 0.85], [0.31, 0.74, -1.25], [2.17, 0.27, -1.86], [-0.41, -1.71, 0.84], [-2.52, -1.74, 0.45], [-2.31, -0.64, -1.09]]}

No. 5
{"formula": "C6H9NO", "method": "ωB97M-V with the def2-TZVPD basis set", "total_energy_ha": -363.93343, "elements": ["C", "C", "C", "N", "C", "C", "H", "H", "H", "H", "H", "C", "O", "H", "H", "H", "H"], "coordinates": [[-0.10, 1.55, -1.88], [0.09, 2.83, -2.38], [0.29, 3.92, -1.54], [0.45, 3.72, -0.19], [0.25, 2.43, 0.34], [-0.14, 1.34, -0.39], [-0.23, 0.73, -2.63], [0.06, 2.87, -3.55], [0.54, 4.91, -2.03], [0.42, 2.38, 1.48], [0.09, 0.19, -0.13], [-0.13, -4.57, 1.80], [-0.81, -4.00, 2.91], [-0.49, -3.87, 0.98], [0.96, -4.39, 1.83], [-0.49, -5.60, 1.62], [-0.74, -4.44, 3.75]]}

No. 6
{"formula": "C6H9NO2", "method": "ωB97M-V with the def2-TZVPD basis set", "total_energy_ha": -439.21392, "elements": ["C", "C", "C", "C", "O", "O", "H", "H", "H", "H", "H", "H", "C", "C", "N", "H", "H", "H"], "coordinates": [[1.29, 0.38, -0.15], [0.51, 0.24, -1.22], [0.47, 1.21, -2.36], [-0.39, -0.93, -1.31], [-0.48, -1.80, -0.47], [-1.12, -0.96, -2.43], [1.95, 1.22, -0.04], [1.27, -0.35, 0.64], [1.15, 2.04, -2.18], [0.74, 0.71, -3.29], [-0.54, 1.60, -2.49], [-1.69, -1.75, -2.43], [-0.45, 0.58, 3.44], [-0.57, -0.58, 2.87], [-0.69, -1.73, 2.51], [0.51, 0.94, 3.76], [-1.31, 1.20, 3.61], [-0.65, -2.00, 1.53]]}

No. 7
{"formula": "C6H9NO2", "method": "ωB97M-V with the def2-TZVPD basis set", "total_energy_ha": -439.14502, "elements": ["H", "N", "C", "C", "O", "O", "H", "H", "C", "C", "C", "C", "H", "H", "H", "H", "H", "H"], "coordinates": [[-1.72, -0.74, -1.29], [-0.81, -0.78, -1.75], [-0.22, 0.32, -1.85], [1.08, 0.15, -2.70], [1.82, 1.00, -2.95], [1.35, -1.15, -2.79], [-0.52, 1.30, -1.37], [0.77, -1.64, -2.30], [-2.16, 0.29, 1.67], [-0.94, 0.62, 1.84], [0.30, 0.77, 1.75], [1.29, -0.30, 1.75], [-2.79, 0.27, 2.53], [-2.62, -0.11, 0.75], [0.64, 1.78, 1.38], [0.94, -0.87, 2.61], [1.23, -0.98, 0.91], [2.35, 0.06, 1.82]]}

No. 8
{"formula": "C6H9NO2", "method": "ωB97M-V with the def2-TZVPD basis set", "total_energy_ha": -439.12347, "elements": ["C", "C", "C", "C", "C", "C", "H", "H", "H", "H", "H", "H", "H", "H", "H", "N", "O", "O"], "coordinates": [[3.26, 0.08, 0.07], [-0.09, -0.20, -0.19], [-0.61, 1.21, -0.27], [-2.02, -0.38, 0.33], [-1.22, -0.91, -0.88], [-0.75, -0.64, 1.13], [3.55, -0.48, -0.84], [3.94, 0.51, 0.81], [-0.52, 1.63, -1.28], [-0.11, 1.88, 0.44], [-3.06, -0.55, 0.63], [-1.03, -1.99, -0.77], [-1.50, -0.59, -1.87], [-0.60, -1.73, 1.17], [-0.55, -0.19, 2.10], [2.03, 0.24, 0.39], [1.25, -0.39, -0.56], [-1.97, 1.01, 0.03]]}

no.,LUMO (eV),frontier orbital gap (eV)
1,0.86,10.244
2,0.99,9.000
3,0.85,9.841
4,0.56,9.172
5,0.63,10.423
6,0.42,9.017
7,0.21,10.054
8,1.00,10.391